{"formula": "C8H20BCs3O4S2", "method": "the ωB97M-V functional and the def2-TZVPD basis", "elements": ["Cs", "Cs", "Cs", "B", "H", "H", "H", "H", "C", "C", "C", "S", "O", "O", "C", "H", "H", "H", "H", "H", "H", "H", "H", "C", "C", "C", "S", "O", "O", "C", "H", "H", "H", "H", "H", "H", "H", "H"], "xyz": [[1.339, 1.594, -3.385], [-2.670, 2.283, -3.582], [-0.167, 5.875, -2.027], [-0.649, 2.712, -0.825], [-1.052, 3.518, -0.232], [0.137, 2.344, -0.184], [-1.388, 1.972, -1.088], [-0.240, 3.172, -1.711], [-3.515, -2.892, -0.359], [-2.880, -1.778, 0.494], [-1.435, -1.522, -0.060], [-1.398, -2.146, -1.829], [-0.709, -3.448, -1.846], [-1.183, -0.887, -2.610], [-3.166, -2.500, -1.830], [-4.604, -2.919, -0.378], [-3.065, -3.873, -0.207], [-3.030, -1.661, 1.567], [-3.258, -0.838, 0.091], [-0.584, -1.973, 0.451], [-1.327, -0.445, -0.187], [-3.386, -3.159, -2.671], [-3.382, -1.448, -2.017], [2.503, 1.656, 2.226], [3.796, 0.849, 2.373], [3.964, 0.112, 1.027], [2.259, -0.591, 0.746], [2.228, -1.878, 1.410], [1.938, -0.301, -0.672], [1.378, 0.657, 1.852], [2.484, 2.483, 1.516], [2.434, 2.113, 3.213], [3.656, 0.179, 3.222], [4.637, 1.521, 2.541], [4.660, -0.611, 0.602], [4.050, 0.840, 0.220], [1.199, 0.023, 2.721], [0.424, 0.966, 1.426]], "forces_ev_per_a": [[0.25, -0.71, 0.08], [-0.52, -0.36, 0.05], [-0.02, 0.63, 0.33], [-0.22, -0.09, 0.22], [-1.99, 3.12, 2.04], [3.23, -1.78, 2.00], [-2.70, -2.88, -0.87], [1.81, 1.67, -3.90], [0.37, 0.22, -1.37], [0.61, 1.09, -1.79], [0.17, -0.33, -0.34], [-0.88, -0.89, 2.48], [0.14, 2.48, -0.85], [0.74, -1.55, -0.19], [1.32, 1.02, 0.26], [0.07, -0.21, 0.72], [-0.34, -0.08, 0.40], [0.27, -0.87, -0.05], [-1.14, -0.01, 0.27], [-0.11, -0.19, 0.08], [0.49, -0.06, 0.21], [-0.24, -0.03, 0.30], [-1.40, -0.14, -0.22], [-0.09, -0.18, -0.46], [-0.41, -0.39, -0.85], [0.61, 1.13, -0.87], [-0.48, 0.04, -1.71], [-0.23, 0.86, -0.89], [0.32, -0.80, 2.21], [0.35, 0.25, 1.94], [0.55, -0.13, -0.18], [-1.09, -0.08, 0.16], [0.40, -0.11, -0.04], [0.29, -0.24, -0.04], [0.23, -0.78, 1.37], [-0.59, 0.48, 0.05], [-0.17, -0.26, -0.06], [0.39, 0.16, -0.47]], "total_charge": 3, "e_homo_ha": [-0.62603, -0.62535], "s2": 0.76, "lumo_ev": [-8.7, -13.7], "spin_multiplicity": 2, "homo_lumo_gap_ev": [8.37, 3.34]}

{"formula": "C4H9BrN", "method": "the ωB97M-V functional and the def2-TZVPD basis", "elements": ["C", "C", "C", "C", "N", "Br", "H", "H", "H", "H", "H", "H", "H", "H", "H"], "xyz": [[0.881, -1.178, 0.716], [0.951, -1.291, -0.829], [-0.230, 2.030, 0.314], [0.059, 0.980, -0.413], [1.060, -0.074, -0.167], [-3.002, -0.833, 0.139], [-0.133, -1.241, 1.191], [1.688, -1.589, 1.223], [1.810, -1.877, -1.239], [-0.061, -1.555, -1.279], [-0.976, 2.764, -0.011], [-3.813, 0.177, 0.476], [0.179, 2.440, 1.276], [-0.395, 0.790, -1.365], [1.982, 0.458, -0.032]], "forces_ev_per_a": [[-3.24, -1.41, -1.00], [-1.27, -4.24, -0.04], [0.23, 1.66, 1.58], [-0.53, -0.24, -0.51], [2.61, 5.33, 1.21], [1.53, -2.11, -0.68], [1.19, 0.14, -0.55], [1.47, -0.03, 0.98], [-0.63, 1.26, 0.30], [1.58, 0.96, 0.34], [0.12, -0.66, -0.49], [-1.57, 2.02, 0.67], [0.07, -1.27, -0.88], [-0.38, 0.07, -0.23], [-1.17, -1.48, -0.71]], "total_charge": 1, "de_lowest_kj_mol": 123.5, "e_homo_ha": -0.52539, "lumo_ev": -3.4, "homo_lumo_gap_ev": 10.89}

{"formula": "C2H6O", "method": "the ωB97M-V functional and the def2-TZVPD basis", "elements": ["C", "H", "H", "H", "H", "O", "C", "H", "H"], "xyz": [[1.373, 0.252, 0.178], [0.845, 0.507, 1.137], [0.658, 0.786, -0.406], [0.951, -0.815, 0.069], [2.541, 0.525, 0.089], [-1.803, 0.071, 0.876], [-1.551, -0.310, -0.280], [-2.056, -1.211, -0.735], [-0.957, 0.195, -0.929]], "forces_ev_per_a": [[-0.37, -1.05, 1.32], [1.37, 0.03, 0.11], [0.56, 1.25, -1.47], [1.80, 0.85, -0.06], [-3.21, -0.97, 0.13], [0.88, -1.28, -3.54], [-3.54, -1.22, 4.82], [0.07, 0.19, 0.71], [2.43, 2.21, -2.02]], "total_charge": 1, "de_lowest_kj_mol": 200.1, "e_homo_ha": [-0.64392, -0.64050], "s2": 0.76, "lumo_ev": [-7.9, -11.0], "spin_multiplicity": 2, "homo_lumo_gap_ev": [9.58, 6.41]}

{"formula": "C4H4AlLiO2", "method": "the ωB97M-V functional and the def2-TZVPD basis", "elements": ["O", "C", "C", "H", "H", "H", "C", "C", "O", "Li", "H", "Al"], "xyz": [[-2.354, 1.637, 0.047], [-2.991, 0.582, -0.137], [-4.083, 0.114, -0.710], [-4.701, 0.781, -1.310], [-4.390, -0.914, -0.526], [-1.074, 1.627, 0.975], [-1.811, -0.784, 1.078], [-0.820, -0.226, 1.608], [-0.276, 0.912, 1.721], [1.300, 1.491, 2.741], [-2.547, -1.522, 1.367], [2.247, 3.500, 3.448]], "forces_ev_per_a": [[1.41, -1.39, 1.22], [-0.05, 3.08, -0.69], [0.74, -1.55, 1.11], [0.35, 0.01, 0.19], [0.03, 0.33, -0.32], [-0.02, -1.55, 0.40], [0.62, -1.00, 1.68], [-3.04, -0.94, -1.87], [0.43, 3.41, -0.82], [-1.59, -2.53, -1.18], [0.12, -0.08, -0.48], [1.00, 2.21, 0.75]], "total_charge": 2, "de_lowest_kj_mol": 164.9, "e_homo_ha": -0.54455, "lumo_ev": -11.7, "homo_lumo_gap_ev": 3.12}

{"formula": "C30H25N2OS2SbSe4Tc", "method": "the ωB97M-V functional and the def2-TZVPD basis", "elements": ["Tc", "C", "C", "N", "N", "C", "S", "S", "C", "C", "C", "C", "C", "C", "C", "C", "C", "C", "C", "C", "C", "O", "H", "H", "H", "H", "H", "H", "H", "H", "H", "H", "H", "H", "H", "H", "Se", "Sb", "Se", "Se", "Se", "C", "C", "C", "C", "C", "C", "C", "C", "C", "C", "C", "C", "C", "C", "H", "H", "H", "H", "H", "H", "H", "H", "H", "H", "H"], "xyz": [[-0.203, -0.759, -0.711], [-1.868, -2.517, 2.462], [-0.588, -1.879, 1.906], [-0.919, -0.696, 1.117], [-1.851, 0.081, 1.599], [-2.532, 0.768, 0.742], [-2.185, 0.464, -0.948], [-3.770, 1.908, 1.061], [-3.567, 2.327, 2.829], [-3.711, 1.187, 3.786], [-4.878, 0.429, 3.829], [-5.041, -0.543, 4.801], [-4.050, -0.749, 5.747], [-2.875, -0.021, 5.687], [-2.695, 0.930, 4.697], [1.525, -3.039, 0.788], [2.226, -4.009, 1.481], [3.564, -4.241, 1.192], [4.212, -3.525, 0.194], [3.556, -2.513, -0.476], [2.219, -2.252, -0.166], [1.556, -1.282, -0.772], [-2.535, -2.837, 1.667], [-2.400, -1.788, 3.069], [-1.617, -3.392, 3.052], [-4.361, 3.061, 2.982], [-2.606, 2.829, 2.930], [-5.663, 0.606, 3.108], [-5.947, -1.131, 4.831], [-4.198, -1.475, 6.532], [-2.094, -0.178, 6.414], [-1.771, 1.489, 4.645], [1.716, -4.608, 2.220], [4.095, -5.008, 1.738], [5.235, -3.761, -0.062], [4.042, -1.920, -1.237], [0.975, 2.791, -5.776], [1.974, 0.807, -5.024], [-0.048, -0.758, -3.359], [0.586, 1.103, -2.140], [2.821, 1.222, -2.325], [0.321, -6.246, -3.059], [-0.350, -5.096, -3.437], [-0.687, -4.153, -2.487], [-0.285, -4.297, -1.159], [0.406, -5.452, -0.790], [0.675, -6.429, -1.732], [-0.695, -3.287, -0.173], [0.067, -2.795, 0.843], [0.390, -1.490, 3.011], [0.127, -1.771, 4.346], [1.026, -1.392, 5.327], [2.210, -0.759, 4.996], [2.474, -0.466, 3.670], [1.559, -0.806, 2.691], [0.544, -7.007, -3.791], [-0.634, -4.944, -4.466], [-1.266, -3.285, -2.782], [0.686, -5.617, 0.239], [1.170, -7.338, -1.428], [-1.759, -3.053, -0.209], [-0.780, -2.268, 4.647], [0.799, -1.598, 6.360], [2.917, -0.485, 5.764], [3.397, 0.018, 3.391], [1.755, -0.506, 1.667]], "forces_ev_per_a": [[-0.68, -1.50, 0.59], [0.07, 0.18, -0.11], [-0.15, -0.52, 0.62], [0.22, 0.98, -1.30], [-0.15, -0.36, 1.22], [0.41, -0.20, -1.37], [0.09, 0.04, 0.32], [-0.31, 0.33, 0.22], [0.14, -0.13, -0.39], [-0.02, -0.10, 0.19], [0.08, 0.06, -0.01], [-0.03, -0.01, -0.04], [0.03, -0.11, 0.04], [0.08, -0.03, 0.01], [-0.16, 0.07, -0.04], [0.49, 0.38, -0.53], [0.04, 0.09, 0.00], [-0.08, -0.09, 0.08], [0.01, -0.03, 0.10], [-0.45, 0.26, -0.03], [0.55, -1.66, 1.04], [0.50, 0.89, -0.44], [-0.02, 0.06, -0.10], [0.00, -0.04, 0.16], [0.02, -0.11, 0.07], [0.07, 0.04, -0.05], [-0.03, 0.00, 0.09], [-0.06, 0.03, -0.06], [-0.07, 0.01, 0.01], [0.00, -0.11, 0.08], [0.09, -0.07, 0.11], [0.06, 0.07, 0.01], [-0.02, -0.06, 0.14], [0.03, -0.05, -0.01], [0.08, 0.04, 0.05], [0.02, 0.05, -0.04], [0.42, -0.89, 0.44], [0.23, 0.94, -0.19], [-0.74, -0.40, 0.33], [-1.23, 1.01, 0.21], [0.87, -0.07, -0.67], [0.01, -0.04, 0.03], [-0.08, -0.04, -0.03], [0.00, 0.17, 0.06], [0.13, -0.20, -0.41], [-0.21, 0.11, 0.01], [0.12, -0.04, -0.04], [-0.45, 0.29, -0.09], [0.00, 0.61, -0.47], [-0.09, 0.15, 0.01], [-0.01, 0.02, -0.13], [0.10, -0.01, 0.18], [-0.01, 0.00, 0.00], [0.02, -0.03, -0.12], [-0.03, 0.12, -0.10], [0.06, -0.06, -0.05], [-0.07, -0.02, -0.11], [0.00, 0.00, 0.05], [-0.02, 0.01, 0.01], [0.07, -0.08, 0.03], [0.06, 0.02, 0.17], [-0.10, -0.04, 0.00], [-0.02, -0.07, 0.14], [0.05, 0.02, 0.08], [0.07, 0.15, -0.02], [0.01, -0.05, 0.05]], "total_charge": 1, "de_lowest_kj_mol": 171.1, "e_homo_ha": -0.39725, "lumo_ev": -5.1, "homo_lumo_gap_ev": 5.69}

{"formula": "C3H15N3O2", "method": "the ωB97M-V functional and the def2-TZVPD basis", "elements": ["N", "C", "C", "N", "C", "N", "H", "H", "H", "H", "H", "H", "H", "H", "H", "H", "H", "O", "H", "H", "O", "H", "H"], "xyz": [[-1.379, 1.420, 0.396], [-0.035, 0.844, 0.590], [0.690, 0.514, -0.717], [1.147, -0.915, -0.656], [0.053, -1.891, -0.839], [-0.685, -2.356, 0.506], [-2.086, 0.749, 0.175], [-1.444, 2.080, -0.225], [0.064, 0.075, 1.360], [0.511, 1.732, 1.062], [-0.046, 0.567, -1.493], [1.360, 1.292, -1.124], [2.151, -1.035, -0.907], [0.653, -2.874, -1.129], [-0.828, -1.591, -1.530], [-0.135, -2.725, 1.299], [-1.234, -1.502, 0.799], [-2.383, 3.043, -1.481], [-2.629, 2.765, -2.462], [-3.197, 3.293, -0.981], [2.772, -1.112, 2.227], [2.404, -1.520, 1.357], [3.501, -0.595, 1.904]], "forces_ev_per_a": [[0.68, -5.29, 5.22], [0.68, 3.67, 0.61], [-0.24, -1.63, 0.14], [0.09, 1.64, -0.48], [1.71, -2.89, 1.96], [-0.46, 2.19, -1.84], [-0.28, -0.59, -0.10], [0.15, 4.43, -4.14], [-0.46, -0.02, -0.51], [-0.33, -1.16, -0.41], [-0.96, -0.22, -0.61], [0.68, -0.70, 0.90], [-1.80, -0.61, -0.25], [-1.80, 1.90, -0.03], [1.82, -0.38, 0.96], [0.07, 0.71, -0.97], [0.91, -1.62, 0.02], [-1.47, -0.22, -2.81], [0.36, 1.05, 3.38], [0.77, -0.38, -1.04], [-1.29, -1.47, -2.11], [0.61, 1.14, 2.18], [0.55, 0.44, -0.06]], "smiles": "NCCNCN.O.O", "de_lowest_kj_mol": 231.5, "e_homo_ha": -0.31099, "lumo_ev": 0.5, "homo_lumo_gap_ev": 8.98}

{"formula": "C13H10BiF5N", "method": "the ωB97M-V functional and the def2-TZVPD basis", "elements": ["C", "C", "C", "C", "C", "Bi", "N", "C", "C", "H", "H", "H", "H", "H", "H", "H", "H", "H", "H", "F", "C", "C", "C", "F", "C", "F", "C", "F", "C", "F"], "xyz": [[-0.858, 1.230, -2.143], [0.534, 1.057, -2.426], [1.278, 1.853, -1.499], [0.347, 2.542, -0.659], [-0.975, 2.146, -1.043], [-0.425, -0.506, 0.416], [-2.381, -1.034, 0.313], [0.167, -2.880, -0.185], [1.172, -2.352, -0.981], [2.347, 2.020, -1.525], [0.946, 0.505, -3.261], [0.593, 3.301, 0.073], [-1.902, 2.532, -0.632], [-1.683, 0.829, -2.725], [0.990, -2.113, -2.028], [-0.816, -3.127, -0.601], [-2.973, -0.994, 1.158], [2.211, -2.307, -0.647], [0.360, -3.271, 0.822], [-1.446, 1.326, 2.851], [-0.207, 0.950, 3.289], [0.673, 0.373, 2.394], [1.945, 0.097, 2.850], [2.876, -0.429, 2.013], [2.297, 0.254, 4.209], [3.522, -0.102, 4.642], [1.352, 0.734, 5.118], [1.678, 0.911, 6.409], [0.088, 1.091, 4.655], [-0.845, 1.530, 5.524]], "forces_ev_per_a": [[0.80, 0.50, 0.27], [-0.55, 0.75, 0.79], [-1.17, 0.17, -0.15], [-0.12, -0.82, -0.85], [0.86, -0.38, -0.41], [-1.12, 3.46, -1.51], [0.30, -0.32, 1.15], [2.22, -1.51, -2.05], [-1.23, -2.53, 0.92], [0.00, -0.13, 0.12], [0.01, -0.11, 0.06], [-0.01, -0.17, 0.09], [0.12, -0.12, -0.01], [0.14, -0.07, 0.23], [-0.11, 0.23, 0.36], [0.32, 0.47, 0.24], [0.28, 0.05, -0.31], [-0.42, 0.41, 0.17], [0.06, 0.33, -0.33], [0.46, -0.26, 0.45], [0.41, -0.26, 0.72], [-0.30, 0.20, 1.04], [-0.48, 0.05, 1.08], [-0.09, -0.06, 0.22], [-0.27, -0.10, -0.81], [-0.07, 0.15, 0.09], [0.07, 0.09, -0.71], [-0.05, -0.12, -0.13], [-0.30, 0.03, -0.71], [0.23, 0.07, -0.01]], "total_charge": -1, "e_homo_ha": -0.13087, "lumo_ev": 2.5, "homo_lumo_gap_ev": 6.04}

no.,maximum force (eV/Å)
1,4.6
2,6.1
3,6.1
4,3.7
5,2.0
6,7.5
7,3.9